{
  "formula": "C5H14NO",
  "method": "wB97M-V/def2-TZVPD",
  "elements": ["C", "N", "C", "H", "H", "H", "H", "H", "H", "H", "H", "C", "C", "O", "C", "H", "H", "H", "H", "H", "H"],
  "xyz": [[-1.7054, -0.1973, -0.7069], [-0.4175, -0.3152, -1.4206], [-0.2174, 0.7458, -2.4359], [-1.8475, -1.0181, -0.0078], [-1.6890, 0.7055, -0.1002], [-2.5069, -0.1753, -1.4379], [-0.2897, -1.2331, -1.8432], [0.3749, -0.2547, -0.7494], [-1.1206, 0.8922, -3.0227], [0.5861, 0.4700, -3.1150], [0.0566, 1.6791, -1.9506], [1.4215, 0.9828, 0.8931], [0.9338, -0.1828, 1.3005], [1.3311, -1.3063, 0.5511], [0.1956, -0.3932, 2.5903], [1.0127, 1.9083, 1.2771], [2.2792, 1.0897, 0.2405], [1.5190, -2.0098, 1.1690], [0.1527, 0.5602, 3.1038], [-0.7936, -0.8347, 2.4462], [0.7244, -1.1133, 3.2184]],
  "forces_ev_per_a": [[-0.19, -0.04, 0.51], [0.83, 0.05, 0.01], [0.14, 0.34, -0.59], [0.14, -0.21, -0.23], [0.01, 0.18, -0.28], [-0.06, 0.03, 0.05], [-0.33, -0.07, -0.09], [-0.54, 0.03, -0.17], [-0.07, -0.10, 0.11], [0.04, -0.12, 0.12], [-0.12, -0.06, 0.19], [-0.23, 0.70, -0.06], [1.20, -0.33, 0.22], [-0.38, 0.73, 0.66], [-0.34, -0.37, -0.69], [0.19, -0.07, 0.36], [-0.30, -0.30, -0.43], [0.09, -0.67, 0.14], [-0.23, -0.05, 0.17], [-0.09, 0.22, 0.03], [0.25, 0.12, -0.01]],
  "total_charge": 1,
  "e_tot_ev": -8942.5125,
  "de_lowest_kj_mol": 144.3,
  "homo_ev": -13.323
}